(1)
ORCA calculation (ωB97M-V with the def2-TZVPD basis set) on an isolated molecule of H2N2.

```
4
H2N2 | the OMol25 dataset | ωB97M-V with the def2-TZVPD basis set
H -0.97904 0.46902 -0.02447
N -0.59422 -0.47778 0.00530
N 0.63713 -0.46175 -0.00565
H 0.93614 0.47052 0.02482
```

Output
SMILES ... [H]/N=N\[H]
Net charge ... 0

---

(2)
ORCA calculation (ωB97M-V with the def2-TZVPD basis set) on an isolated molecule of C4H5NOS.

```
12
C4H5NOS | the OMol25 dataset | ωB97M-V with the def2-TZVPD basis set
S 0.69543 0.87884 2.74227
N -0.66517 0.59846 1.59961
C -0.35099 0.26476 0.29458
C 0.55341 -0.61874 -0.23750
C 0.42986 -0.45681 -1.67697
C -0.65911 0.39714 -1.85335
O -1.09338 0.94977 -0.73497
H 1.16251 -0.37990 3.12227
H -1.10709 1.47980 1.95895
H 1.23384 -1.11779 0.40727
H 1.09649 -0.73579 -2.48128
H -1.30074 0.75099 -2.64425
```

Output
SMILES ... SNc1ccco1
Net charge ... 0

---

(3)
ORCA calculation (ωB97M-V with the def2-TZVPD basis set) on an isolated molecule of C4H7N3.

```
14
C4H7N3 | the OMol25 dataset | ωB97M-V with the def2-TZVPD basis set
C 2.24093 -0.45009 -0.00710
N 1.22382 0.53388 -0.13893
C -0.05474 0.29158 0.15901
C -1.11949 1.18142 0.01359
N -2.25105 0.21182 0.08649
C -1.85237 -1.03726 -0.09417
N -0.46667 -0.95289 0.17644
H 3.14313 -0.09478 0.01140
H 2.08426 -0.91789 0.92791
H 2.05110 -1.36254 -0.57998
H 1.69387 1.58892 -0.04309
H -0.99472 2.36918 -0.01206
H -3.13778 0.48934 -0.08744
H -2.56031 -1.85069 -0.41209
```

Output
SMILES ... CNc1c[nH]cn1
Net charge ... 0

---

(4)
ORCA calculation (ωB97M-V with the def2-TZVPD basis set) on an isolated molecule of C17H23ClN2O2.

```
45
C17H23ClN2O2 | the OMol25 dataset | ωB97M-V with the def2-TZVPD basis set
O -0.82325 2.08403 -2.69389
C -0.15611 1.24109 -2.13548
N -0.10613 1.07046 -0.78565
C -0.67877 1.84648 0.22427
C -1.20216 3.10960 -0.01060
C -1.65240 3.89379 1.03670
C -1.55846 3.40771 2.32719
Cl -2.07423 4.38723 3.65942
C -1.07319 2.13552 2.58226
C -0.65408 1.32336 1.53575
N -0.14393 0.02383 1.70968
C -0.94026 -1.07041 1.16480
C -1.94360 -1.59262 2.19961
O -1.28208 -2.03184 3.36376
C -0.57520 -0.96877 3.96420
C 0.43732 -0.35342 2.98656
C 0.68369 0.22715 -2.90408
C -0.03087 -1.13331 -2.92040
C 0.92336 -2.20022 -3.44593
C 2.08486 -2.43109 -2.46844
C 2.34578 -1.20190 -1.59119
C 2.12607 0.09008 -2.37527
H 0.48146 0.32931 -0.42830
H -1.23863 3.47993 -1.02134
H -2.05268 4.87670 0.84997
H -1.03244 1.78969 3.60189
H -1.47913 -0.73614 0.27822
H -0.25862 -1.88781 0.89947
H -2.48426 -2.45657 1.80999
H -2.66161 -0.79531 2.44883
H -0.05829 -1.39408 4.82614
H -1.29044 -0.20987 4.31414
H 0.92222 0.51497 3.43239
H 1.20262 -1.10914 2.77054
H 0.71746 0.60012 -3.93214
H -0.36998 -1.40752 -1.91952
H -0.91284 -1.06613 -3.55894
H 0.38496 -3.13471 -3.60938
H 1.30891 -1.87175 -4.41263
H 1.86694 -3.28480 -1.82393
H 2.98560 -2.67478 -3.03381
H 1.69376 -1.23229 -0.71529
H 3.37239 -1.22907 -1.22081
H 2.38248 0.95276 -1.75594
H 2.81374 0.08974 -3.22281
```

Output
SMILES ... O=C(Nc1ccc(Cl)cc1N1CCOCC1)C1CCCCC1
Net charge ... 0

---

(5)
ORCA calculation (ωB97M-V with the def2-TZVPD basis set) on a structure of composition C48H45FN6O7Sr.

```
108
C48H45FN6O7Sr | the OMol25 dataset | ωB97M-V with the def2-TZVPD basis set
Sr 0.15221 0.51998 -0.81525
C -1.59836 6.21634 4.01257
C -1.52172 5.13141 2.97108
C -2.10574 3.95256 3.22756
C -2.18047 2.71880 2.44505
C -3.17132 1.79895 2.70954
N -3.46496 0.71101 1.99141
C -4.17273 -0.44385 2.50841
C -3.60867 -1.73402 1.90854
C -2.09979 -1.87694 2.01271
N -1.67185 -1.88299 3.41907
C -0.47276 -1.91991 3.97031
C 0.83686 -1.79414 3.48982
C 1.84944 -2.22874 4.40240
C 3.16236 -2.28043 4.06627
C 4.23952 -2.73488 5.00906
C 3.49977 -1.88518 2.74394
C 2.61369 -1.40542 1.81929
C 3.18951 -1.03885 0.51548
N 2.58554 -0.59238 -0.50102
C 3.37961 -0.25764 -1.67581
C 3.28678 1.22665 -2.03513
C 3.62648 2.16989 -0.87709
N 2.45647 2.33873 -0.02450
C 1.90411 3.46936 -0.02542
C 0.61753 3.79787 0.68100
C 0.76039 4.93160 1.72119
C -1.22935 2.33744 1.43057
O -1.58204 1.66355 0.46063
C 1.21179 -1.23138 2.20176
O 0.39251 -0.58994 1.52389
H -2.18513 5.91133 4.87834
H -2.03947 7.12598 3.59490
H -0.59584 6.48486 4.36189
H -2.65560 3.90328 4.16640
H -3.76943 1.93404 3.60922
H -3.01374 0.63799 1.08448
H -5.23958 -0.38535 2.27437
H -4.08378 -0.44407 3.59932
H -3.84005 -1.78804 0.84112
H -4.11405 -2.58335 2.38079
H -1.57895 -1.08453 1.49188
H -1.78344 -2.81440 1.54999
H -2.41874 -2.06094 4.07385
H -0.53184 -2.14091 5.03327
H 1.53581 -2.54813 5.39203
H 3.81802 -3.06250 5.95913
H 4.94851 -1.93149 5.22022
H 4.80887 -3.56881 4.59365
H 4.54405 -1.95600 2.44980
H 4.27736 -1.19706 0.47463
H 3.00418 -0.85185 -2.51144
H 4.42954 -0.53494 -1.50291
H 2.30691 1.51977 -2.43048
H 3.98775 1.38808 -2.85824
H 3.97217 3.13398 -1.27078
H 4.43647 1.74494 -0.27582
H 2.31978 4.31786 -0.58835
H 1.47371 5.68965 1.39680
C -3.69197 -5.01983 -5.17254
C -2.19431 -5.02032 -5.44100
C -1.92060 -5.04215 -6.93693
C -0.42832 -5.07427 -7.20580
C 0.23967 -3.90993 -6.53211
C 1.39886 -3.36531 -7.03321
C 1.99652 -2.28454 -6.39444
F 3.12985 -1.78411 -6.92894
C 1.47043 -1.72764 -5.26742
C 0.29223 -2.26841 -4.73392
C -0.24411 -1.66482 -3.49593
O 0.37219 -0.70779 -2.99644
C -1.43880 -2.27948 -2.98805
C -1.98416 -3.31282 -3.69400
N -1.51437 -3.84902 -4.83379
C -0.32921 -3.34803 -5.36944
C -2.19470 -1.91867 -1.70684
O -3.24963 -2.52653 -1.48509
O -1.66691 -1.04475 -0.96344
H -4.15028 -5.79868 -5.78224
H -4.13583 -4.06258 -5.44991
H -3.94520 -5.23054 -4.13588
H -1.74902 -5.91851 -4.99723
H -2.37539 -4.15967 -7.39678
H -2.41056 -5.91937 -7.36079
H -0.21644 -5.05614 -8.27528
H -0.01170 -6.01049 -6.81918
H 1.85453 -3.76454 -7.93071
H 1.92654 -0.87648 -4.78324
H -2.88887 -3.73519 -3.28453
O -1.26980 4.42485 -2.48971
C -0.62659 3.77733 -1.67832
O -0.03046 2.65630 -1.84223
C -0.45345 4.31627 -0.26274
C -1.20410 5.20531 0.37965
C -0.68801 5.54473 1.75985
C 1.14772 4.19119 2.96659
C 1.75105 4.59026 4.14183
C 1.86800 3.66761 5.18077
C 1.37970 2.37549 5.03746
C 0.78088 1.96365 3.84958
C 0.68281 2.88926 2.83195
N 0.13895 2.66530 1.53692
H -2.07939 5.66213 -0.06405
H -0.59388 6.63181 1.83168
H 2.11826 5.60253 4.26353
H 2.34399 3.96174 6.10730
H 1.48295 1.67292 5.85531
H 0.41262 0.95511 3.71433
```

Output
Net charge ... 0

---

(6)
ORCA calculation (ωB97M-V with the def2-TZVPD basis set) on an isolated molecule of C5H6O2.

```
13
C5H6O2 | the OMol25 dataset | ωB97M-V with the def2-TZVPD basis set
C 1.16163 0.79448 -0.36357
C -0.04564 -0.06713 -0.28586
O -1.24345 0.57176 -0.04356
C -1.42588 1.29366 1.08687
O -0.65689 1.35141 2.00142
C -0.12948 -1.42416 -0.39454
C 0.92817 -2.17738 -0.97277
H 0.92460 1.78884 -0.75292
H 1.92688 0.29362 -0.95945
H 1.53784 0.92262 0.65892
H -1.07429 -1.82253 -0.01927
H -2.40598 1.78372 1.02853
H 0.63693 -3.24573 -0.87432
```

Output
Net charge ... 0

---

| no. | HOMO-LUMO gap (eV) |
| --- | --- |
| 1 | 10.60 |
| 2 | 8.45 |
| 3 | 8.34 |
| 4 | 8.71 |
| 5 | 6.95 |
| 6 | 7.50 |